C5H7N2 | ωB97M-V/def2-TZVPD

## Properties
E in Eh: -303.65413
2S+1: 1
Net charge: +1
Energy relative to the best compared isomer or geometry (same formula, charge and spin) in kJ/mol: 957.8

Element x y z (Å)
C (-0.637, 1.844, -0.878)
C (-1.911, 0.427, -1.896)
C (-0.167, 0.581, -0.710)
C (1.845, -0.669, 0.918)
C (1.293, -0.838, 2.191)
N (-1.642, 1.686, -1.740)
N (-1.010, -0.284, -1.261)
H (-0.100, 2.771, -0.502)
H (-2.760, -0.096, -2.506)
H (2.483, -1.445, 0.402)
H (0.394, -0.188, 2.300)
H (2.187, -0.578, 2.612)
H (0.952, -1.870, 2.445)
H (-0.927, -1.342, -1.375)

=====

C5H7N2 | ωB97M-V/def2-TZVPD

## Properties
E in Eh: -303.90945
2S+1: 1
Net charge: +1
Energy relative to the best compared isomer or geometry (same formula, charge and spin) in kJ/mol: 287.5
Structure (SMILES): CC1=CC(=[NH2+])N=C1

Element x y z (Å)
C (-0.855, -0.410, -0.467)
C (1.156, 0.344, 0.319)
C (0.164, -0.760, 0.337)
C (-0.419, 1.140, -0.758)
C (0.538, -1.910, 1.103)
N (0.777, 1.419, -0.400)
N (-1.125, 2.135, -1.255)
H (-1.848, -0.790, -0.540)
H (2.175, 0.247, 0.797)
H (1.570, -2.080, 0.781)
H (-0.042, -2.829, 1.006)
H (0.666, -1.748, 2.095)
H (-2.096, 2.190, -1.680)
H (-0.661, 3.052, -1.339)

=====

C5H7N2 | ωB97M-V/def2-TZVPD

## Properties
E in Eh: -303.69400
2S+1: 1
Net charge: +1
Energy relative to the best compared isomer or geometry (same formula, charge and spin) in kJ/mol: 853.2

Element x y z (Å)
C (1.360, -0.348, 2.326)
C (0.896, -1.514, 1.550)
C (-1.756, -0.382, -1.655)
C (-0.843, 0.393, -1.373)
C (-0.069, 1.483, -1.129)
N (0.935, 0.448, 1.436)
N (0.392, -0.774, 0.612)
H (2.001, -0.282, 3.173)
H (1.054, -2.598, 1.553)
H (-1.847, -1.076, -0.938)
H (-2.335, -0.352, -2.541)
H (-0.788, 2.205, -0.853)
H (0.632, 1.666, -1.954)
H (0.369, 1.131, -0.206)

=====

C5H7N2 | ωB97M-V/def2-TZVPD

## Properties
E in Eh: -303.70296
2S+1: 3
Expectation value of S²: 2.01
Net charge: +1
Energy relative to the best compared isomer or geometry (same formula, charge and spin) in kJ/mol: 411.0

Element x y z (Å)
C (-1.029, 1.528, 0.107)
C (-2.387, 1.386, -0.195)
C (-1.559, 0.311, -0.003)
C (-1.477, -1.143, 0.114)
C (2.251, 0.846, 0.087)
N (0.214, 1.858, 0.060)
N (0.877, 0.777, -0.025)
H (-3.061, 2.128, -0.548)
H (-1.258, -1.595, -0.930)
H (-2.304, -1.588, 0.568)
H (-0.614, -1.494, 0.560)
H (2.653, 1.760, 0.401)
H (2.547, -0.051, 0.848)
H (2.586, 0.334, -0.800)

=====

C5H7N2O | ωB97M-V/def2-TZVPD

## Properties
E in Eh: -379.12189
2S+1: 1
Net charge: +1
Energy relative to the best compared isomer or geometry (same formula, charge and spin) in kJ/mol: 212.2
Structure (SMILES): C=C=[NH+][C@@H](C)N=C=O

Element x y z (Å)
C (0.506, -1.399, 0.255)
C (-2.179, 0.292, 0.190)
C (0.014, -2.431, -0.368)
C (0.134, 0.810, 0.613)
C (0.637, 1.720, -0.459)
N (-1.003, 0.134, 0.324)
N (1.070, -0.328, 0.691)
O (-3.307, 0.351, -0.023)
H (-0.596, -3.294, -0.133)
H (0.278, -2.520, -1.444)
H (0.103, 1.385, 1.532)
H (1.741, 1.791, -0.501)
H (0.234, 2.718, -0.411)
H (0.360, 1.178, -1.333)
H (2.006, -0.408, 1.067)

=====

C5H7N2O2 | ωB97M-V/def2-TZVPD

## Properties
E in Eh: -454.38120
2S+1: 1
Net charge: +1
Energy relative to the best compared isomer or geometry (same formula, charge and spin) in kJ/mol: 314.0
Structure (SMILES): C=[N+]1C(=O)N=C[C@@]1(C)O

Element x y z (Å)
C (0.489, -1.652, 0.339)
C (1.950, -0.072, -0.194)
C (0.431, 1.964, 0.293)
C (-0.393, -0.347, 0.305)
C (-1.216, -0.323, -0.976)
N (1.658, -1.360, -0.073)
N (0.615, 0.718, 0.262)
O (2.933, 0.518, -0.351)
O (-1.130, -0.107, 1.477)
H (0.088, -2.701, 0.448)
H (-0.569, 2.283, 0.645)
H (1.012, 2.859, -0.058)
H (-1.658, 0.644, -1.019)
H (-1.885, -1.074, -0.779)
H (-0.620, -0.546, -1.878)
H (-1.707, -0.803, 1.560)

=====

C5H7N2O4 | ωB97M-V/def2-TZVPD

## Properties
E in Eh: -605.09407
2S+1: 1
Net charge: -1
Energy relative to the best compared isomer or geometry (same formula, charge and spin) in kJ/mol: 482.0
Structure (SMILES): COC(=O)O/C([O-])=C1\NN1C

Element x y z (Å)
C (0.116, 0.435, 0.882)
C (2.096, 0.980, -0.613)
C (-0.131, -0.701, 0.180)
C (-1.574, -2.216, 1.460)
C (0.151, 2.347, -1.382)
N (0.209, -1.916, -0.415)
N (-1.119, -1.668, 0.159)
O (-0.556, 1.238, 1.515)
O (1.587, 0.833, 0.563)
O (3.164, 0.562, -0.973)
O (1.459, 1.759, -1.521)
H (-1.828, -1.441, 2.062)
H (-2.512, -2.850, 1.442)
H (-0.950, -2.858, 1.944)
H (0.106, 2.953, -0.566)
H (-0.445, 1.475, -1.007)
H (-0.085, 2.934, -2.321)
H (0.312, -1.866, -1.407)

=====

C5H7N2P | ωB97M-V/def2-TZVPD

## Properties
E in Eh: -645.50475
2S+1: 1
Energy relative to the best compared isomer or geometry (same formula, charge and spin) in kJ/mol: 158.4
Structure (SMILES): C=PCc1cc[nH]n1

Element x y z (Å)
C (-0.454, -1.776, -0.129)
C (-1.662, -2.157, 0.296)
C (-0.602, -0.366, -0.147)
C (1.547, 1.138, 1.503)
C (0.293, 0.682, -0.771)
N (-1.815, -0.027, 0.158)
N (-2.523, -1.165, 0.350)
P (0.735, 2.029, 0.340)
H (0.399, -2.371, -0.363)
H (-2.047, -3.157, 0.333)
H (1.739, 1.353, 2.549)
H (1.586, 0.030, 1.203)
H (1.117, 0.257, -1.356)
H (-0.299, 1.196, -1.510)
H (-3.484, -1.248, 0.612)

=====

C5H7N3 | ωB97M-V/def2-TZVPD

## Properties
E in Eh: -358.84351
2S+1: 1
Energy relative to the best compared isomer or geometry (same formula, charge and spin) in kJ/mol: 459.1
Structure (SMILES): C=NN1CC(C#N)C1

Element x y z (Å)
C (2.032, -1.096, 1.487)
C (-0.534, -0.666, -0.936)
C (-1.233, 0.569, -0.451)
C (-0.102, 0.847, 0.477)
C (-1.321, 1.494, -1.636)
H (2.487, -0.028, 1.676)
H (2.349, -1.825, 2.253)
H (-0.686, -0.909, -2.000)
H (-0.910, -1.586, -0.462)
H (-2.244, 0.263, -0.199)
H (-0.244, 0.449, 1.433)
H (0.152, 1.859, 0.486)
N (1.103, -1.381, 0.644)
N (0.748, -0.172, -0.187)
N (-1.597, 2.182, -2.586)

=====

C5H7N3 | ωB97M-V/def2-TZVPD

## Properties
E in Eh: -358.80518
2S+1: 1
Energy relative to the best compared isomer or geometry (same formula, charge and spin) in kJ/mol: 559.8
Structure (SMILES): CC1=NC=NNC=C1

Element x y z (Å)
C (1.876, -1.005, 1.597)
C (1.102, -0.378, 0.437)
C (0.108, 1.546, -0.806)
C (-1.226, -0.905, -0.346)
C (0.078, -1.370, -0.240)
H (1.336, -1.960, 2.125)
H (2.311, -0.288, 2.443)
H (2.621, -1.729, 1.012)
H (0.550, 2.585, -0.963)
H (-2.703, 0.548, -0.586)
H (-2.278, -1.473, -0.150)
H (0.010, -2.458, -0.525)
N (0.895, 0.838, 0.224)
N (-1.110, 1.364, -0.985)
N (-1.711, 0.289, -0.268)

=====

C5H7N3 | ωB97M-V/def2-TZVPD

## Properties
E in Eh: -358.88711
2S+1: 1
Energy relative to the best compared isomer or geometry (same formula, charge and spin) in kJ/mol: 344.7
Structure (SMILES): CN1C=C(C#N)CN1

Element x y z (Å)
C (1.776, -2.016, 0.377)
C (0.141, -0.267, 0.913)
C (1.035, -0.889, 0.127)
C (0.672, -0.460, -1.274)
C (-1.646, 1.293, 0.827)
N (2.365, -3.006, 0.328)
N (-0.226, 0.653, -1.152)
N (-0.477, 0.769, 0.249)
H (0.089, -0.456, 2.025)
H (1.482, -0.073, -2.074)
H (0.188, -1.378, -1.730)
H (-1.348, 1.838, 1.694)
H (-2.028, 1.936, 0.017)
H (-2.429, 0.596, 1.044)
H (0.406, 1.461, -1.372)

=====

C5H7N3 | ωB97M-V/def2-TZVPD

## Properties
E in Eh: -358.95369
2S+1: 1
Energy relative to the best compared isomer or geometry (same formula, charge and spin) in kJ/mol: 169.8
Structure (SMILES): Cn1cccc1.N#N

Element x y z (Å)
C (1.432, 1.911, -0.160)
C (0.381, 2.221, -1.125)
C (1.363, 0.616, 0.123)
C (-0.383, 1.189, -1.261)
C (-0.016, -1.320, -0.313)
N (-1.774, -3.113, 3.047)
N (-1.247, -2.205, 3.324)
N (0.252, 0.123, -0.490)
H (1.883, 2.672, 0.281)
H (0.002, 3.191, -1.354)
H (1.768, -0.146, 0.796)
H (-1.193, 0.896, -1.758)
H (-0.621, -1.922, -0.975)
H (-0.169, -1.514, 0.727)
H (0.929, -1.912, -0.380)

=====

C5H7N3 | ωB97M-V/def2-TZVPD

## Properties
E in Eh: -358.87462
2S+1: 1
Energy relative to the best compared isomer or geometry (same formula, charge and spin) in kJ/mol: 377.4

Element x y z (Å)
C (-1.011, 0.336, -1.150)
C (0.096, -0.541, -1.272)
C (-1.730, -0.085, -0.058)
C (-0.089, -1.506, -0.255)
C (1.950, 1.358, 0.542)
N (0.588, 0.655, 2.328)
N (1.348, 1.032, 1.561)
N (-1.111, -1.133, 0.503)
H (-1.255, 1.074, -1.780)
H (0.559, -0.672, -2.308)
H (-2.600, 0.353, 0.366)
H (0.525, -2.290, 0.012)
H (1.306, 1.083, -0.371)
H (2.932, 1.943, 0.579)
H (-1.507, -1.608, 1.302)

=====

C5H7N3 | ωB97M-V/def2-TZVPD

## Properties
E in Eh: -358.68418
2S+1: 1
Energy relative to the best compared isomer or geometry (same formula, charge and spin) in kJ/mol: 877.4
Structure (SMILES): C1=NN2C[C@@H]2[C@H]2N[C@H]12

Element x y z (Å)
C (1.449, 0.672, -1.227)
C (-0.012, 0.491, -1.014)
C (-0.699, 0.604, 0.376)
C (-1.093, -0.902, 0.676)
C (0.238, -1.328, 1.024)
H (2.160, 0.894, -2.104)
H (2.052, 1.164, -0.472)
H (-0.751, 0.709, -1.722)
H (-0.275, 1.209, 1.240)
H (-2.003, 0.972, 1.761)
H (-1.459, -1.164, -0.222)
H (0.436, -1.674, 1.997)
N (-1.982, 0.229, 0.853)
N (1.005, -1.218, 0.050)
N (0.934, -0.658, -1.216)

=====

C5H7N3 | ωB97M-V/def2-TZVPD

## Properties
E in Eh: -358.07370
2S+1: 1
Net charge: +2
Energy relative to the best compared isomer or geometry (same formula, charge and spin) in kJ/mol: 357.9

Element x y z (Å)
C (-0.154, -1.229, -0.663)
C (-1.371, 0.500, 1.269)
C (-2.403, 0.238, 0.558)
C (0.558, -0.330, 0.201)
C (2.086, -0.266, -0.092)
N (-0.047, 0.378, 1.050)
N (-1.076, -1.698, -1.183)
N (-3.374, 0.236, -0.241)
H (-1.587, 0.770, 2.355)
H (2.798, 0.117, 0.639)
H (2.236, -0.625, -1.090)
H (2.512, -1.213, 0.363)
H (2.192, 0.846, -0.249)
H (-3.642, -0.656, -0.747)
H (-3.912, 1.018, -0.536)

=====

C5H7N3O2 | ωB97M-V/def2-TZVPD

## Properties
E in Eh: -509.40556
2S+1: 1
Energy relative to the best compared isomer or geometry (same formula, charge and spin) in kJ/mol: 246.7
Structure (SMILES): [H]/N=C1\N[C@H]2NC=C[C@]1(O)O2

Element x y z (Å)
C (-1.508, -0.202, -0.983)
C (-1.593, -1.290, -0.142)
C (0.771, -0.964, 0.488)
C (-0.223, 0.499, -0.868)
C (0.413, 1.267, 0.611)
N (-0.599, -1.514, 0.792)
N (0.957, 0.276, 1.366)
N (0.539, 2.516, 0.651)
O (0.870, -0.542, -0.815)
O (-0.093, 1.264, -1.965)
H (-1.975, -0.091, -1.940)
H (-2.329, -2.067, -0.225)
H (1.539, -1.640, 0.643)
H (-0.538, -2.466, 1.052)
H (1.834, 0.427, 1.772)
H (0.714, 1.739, -1.876)
H (1.221, 2.791, 1.439)